Record 1
Molecular formula: CAg5O3
Method: DFT, wB97M-V/def2-TZVPD

LUMO energy = -13.9 eV
gap between HOMO and LUMO = 6.838 eV
charge = +3
multiplicity = 1
E_tot = -27141.239 eV

Geometry (Å):
Ag  0.57774  2.12309  -1.61793
Ag  -1.76569  1.87410  1.33880
Ag  1.75956  -2.01022  0.73348
Ag  1.84391  1.32420  1.41247
Ag  0.00149  -1.89513  -2.36587
C  -0.58920  -0.38076  0.11176
O  -0.54184  -1.65701  -0.05041
O  -0.09128  0.22767  1.15396
O  -1.19469  0.39406  -0.71626

Cartesian forces, eV/Å:
Ag -0.9 -0.2 -0.1
Ag -0.5 -0.1 0.0
Ag -0.8 -0.5 0.3
Ag -0.3 -0.1 0.5
Ag -0.8 -0.3 0.2
C -1.0 0.5 -1.3
O 1.8 0.9 -0.1
O 1.6 -0.2 1.2
O 0.9 0.1 -0.6

---

Record 2
Molecular formula: C26H35BNO
Method: DFT, wB97M-V/def2-TZVPD

LUMO energy = -2.8 eV
gap between HOMO and LUMO = 7.112 eV
charge = +1
multiplicity = 1
E_tot = -31735.552 eV

Geometry (Å):
C  5.82918  -3.25776  3.78367
O  5.65762  -1.97785  3.12161
C  4.37665  -1.52253  3.14494
C  4.05676  -0.35569  2.40127
C  2.74274  0.01221  2.28951
C  1.69753  -0.69063  2.93130
C  0.32433  -0.26971  2.46224
C  -0.95801  -1.01451  2.77250
C  -2.19117  -0.36380  2.93007
C  -3.37988  -1.08912  2.96355
C  -3.36237  -2.47931  2.86192
C  -4.69459  -3.16932  2.94617
C  -2.14041  -3.13241  2.62501
C  -0.95151  -2.40404  2.59431
C  2.01420  -1.85275  3.63924
C  3.33720  -2.26841  3.74209
H  6.88896  -3.50598  3.72576
H  5.51323  -3.18387  4.83770
H  5.22520  -4.03025  3.27789
H  4.84812  0.19746  1.89915
H  2.46990  0.84961  1.64937
H  0.17428  0.81233  2.54124
H  -2.23142  0.71936  3.01757
H  -4.34368  -0.58984  3.07450
H  -4.63302  -4.26063  2.86907
H  -5.21294  -2.91495  3.88820
H  -5.34473  -2.79379  2.13658
H  -2.11398  -4.21400  2.47205
H  0.00573  -2.89163  2.40200
H  1.25305  -2.47166  4.10917
H  3.56254  -3.21234  4.23732
C  2.09531  0.95566  -2.91346
C  0.71316  0.62937  -2.38130
N  -0.37672  1.67794  -2.32120
C  -0.58111  2.22820  -3.66900
C  -0.84289  1.43853  -4.77495
C  -1.00293  2.08057  -6.01968
C  -0.84167  3.47184  -6.10440
C  -0.52499  4.24579  -4.96841
C  -0.46965  3.59062  -3.74827
C  -1.65066  0.91821  -1.89686
C  -2.90147  1.79672  -1.91794
C  -1.44664  0.19679  -0.58610
B  -0.07851  3.22890  -1.73263
H  0.46102  -0.57695  1.46494
H  2.60311  -0.01798  -2.94572
H  2.10917  1.32526  -3.94348
H  2.68202  1.63061  -2.27895
H  0.28499  -0.15895  -3.01826
H  0.79505  0.25022  -1.36818
H  -0.93415  0.36265  -4.68668
H  -1.24696  1.48521  -6.90453
H  -0.95991  3.98776  -7.05572
H  -0.32043  5.32371  -5.00670
H  -0.33923  4.18920  -2.79422
H  -1.77767  0.15648  -2.68402
H  -3.74843  1.12587  -1.70719
H  -2.88227  2.59061  -1.15267
H  -3.09681  2.25088  -2.90419
H  -2.35414  -0.35858  -0.34592
H  -0.65980  -0.56790  -0.63726
H  -1.21871  0.83729  0.27500
H  1.07077  3.43369  -1.54727
H  -0.97837  3.59755  -1.07180

Cartesian forces, eV/Å:
C 0.0 0.5 -0.2
O -0.1 -0.6 0.6
C -0.9 -0.4 -0.4
C 0.7 -0.8 0.6
C -0.6 -0.2 0.5
C 0.5 -0.4 0.2
C -0.6 -0.1 1.0
C -0.1 -0.3 0.0
C 0.3 -0.2 0.1
C 0.5 -0.1 0.1
C 0.1 0.0 -0.3
C -0.5 -0.1 -0.1
C -0.2 0.2 0.3
C -0.4 0.1 0.0
C -0.1 0.7 -0.1
C 0.7 0.3 -0.3
H -0.2 0.1 -0.1
H 0.3 -0.1 -0.4
H 0.3 0.2 0.1
H -0.1 -0.2 0.1
H 0.1 0.0 0.2
H 0.1 -0.2 -0.1
H 0.1 -0.1 0.0
H 0.3 0.0 0.1
H 0.0 0.3 0.0
H 0.3 -0.2 -0.3
H 0.2 -0.3 0.2
H -0.1 0.3 0.1
H -0.4 0.0 0.0
H 0.0 0.3 -0.1
H -0.3 0.5 -0.1
C 0.1 0.2 -0.1
C 0.3 -0.1 0.1
N 0.0 1.5 -0.7
C -0.3 -1.1 -0.3
C -0.1 0.6 -0.8
C 0.1 0.1 0.7
C 0.2 0.3 0.4
C -0.1 0.1 -0.2
C 0.2 -0.1 0.0
C -0.3 0.3 -0.1
C -0.1 0.1 0.1
C 0.1 -0.5 0.5
B 0.3 -2.9 1.1
H -0.1 0.5 -1.9
H 0.0 0.3 0.1
H -0.2 0.1 0.2
H -0.2 -0.2 -0.1
H 0.1 0.1 0.4
H 0.2 0.0 -0.1
H 0.0 0.1 -0.1
H 0.1 0.3 0.3
H 0.1 -0.2 0.2
H -0.3 -0.6 -0.2
H -0.2 0.6 -1.0
H 0.1 0.3 0.2
H 0.2 0.3 0.0
H 0.0 -0.4 -0.3
H 0.2 -0.2 0.4
H -0.1 0.2 0.0
H -0.4 0.2 0.0
H -0.1 0.1 -0.3
H -0.1 0.2 -0.1
H 0.1 0.4 0.0

---

Record 3
Molecular formula: C2H7O2
Method: DFT, wB97M-V/def2-TZVPD

LUMO energy = -6.4 eV
gap between HOMO and LUMO = 9.938 eV
charge = +1
multiplicity = 1
E_tot = -6273.503 eV

Geometry (Å):
O  -1.95163  0.16776  -0.36639
H  -2.26222  0.32350  -1.26983
H  0.64449  -1.77537  0.58550
H  -2.73768  -0.08851  0.12878
C  1.06029  -0.95603  0.00362
C  0.64306  0.31190  0.56931
O  1.20209  1.45726  0.43036
H  2.14334  -1.07732  -0.02978
H  0.74220  -0.85667  -1.02792
H  -0.29421  0.34786  1.11308
H  0.81027  2.14562  -0.13675

Cartesian forces, eV/Å:
O 0.1 0.1 -0.3
H 0.0 0.0 0.2
H -0.4 0.0 -0.5
H -0.1 0.0 0.0
C 1.4 0.4 1.5
C -1.3 0.6 0.2
O 1.1 -1.1 -1.2
H 0.2 0.2 -0.2
H -0.5 -0.3 -0.5
H -0.1 -0.1 0.1
H -0.4 0.3 0.7